Here is a cluster of 5 separate species, C9H22BCl8FN2O2P in total at a distorted geometry from the OMol25 dataset. Energies are from ωB97M-V/def2-TZVPD.

Properties
Molar mass   534.70 u
Strongest force on any atom   2.8 eV/Å
Charge   -1
E   -4763.7405 a.u.
Highest occupied orbital energy   -4.18 eV
Orbital gap   6.40 eV

Bonds (Å) are listed after each position.
Atoms and positions in Å:
1 C 2.8103 2.1888 -1.1057  N2 1.470, H13 1.114, H14 1.111, H15 1.108
2 N 1.6962 2.1230 -2.0627  C1 1.470, C3 1.483, H16 1.017
3 C 0.8433 0.9521 -1.7466  N2 1.483, C4 1.561, H17 1.112, H18 1.113
4 C 0.3930 0.9642 -0.2517  C3 1.561, O5 1.429, C9 1.577, H19 1.111
5 O 1.2765 0.0733 0.4328  C4 1.429, B6 1.490
6 B 0.6120 -1.2604 0.4405  O5 1.490, C7 1.639, O8 1.510, H20 1.230
7 C 0.9454 -2.2556 1.6994  B6 1.639, H21 1.115, H22 1.112, H23 1.114
8 O -0.8351 -1.0845 0.0449  B6 1.510, C9 1.371
9 C -0.9802 0.2777 0.1069  C4 1.577, O8 1.371, F10 1.457, P11 1.869
10 F -1.0741 0.5249 1.5396  C9 1.457
11 P -2.5913 1.0088 -0.4965  C9 1.869, N12 1.602, H24 1.435, H25 1.437
12 N -2.4852 1.9215 -1.8086  P11 1.602, H26 1.020
13 H 3.6760 2.7044 -1.5815  C1 1.114
14 H 3.1700 1.1925 -0.7702  C1 1.111
15 H 2.5250 2.8413 -0.2564  C1 1.108
16 H 2.1284 1.8930 -2.9539  N2 1.017
17 H -0.0358 1.0049 -2.4257  C3 1.112
18 H 1.4465 0.0391 -1.9502  C3 1.113
19 H 0.3971 2.0039 0.1413  C4 1.111
20 H 1.0621 -1.8151 -0.5610  B6 1.230
21 H 0.1900 -2.2153 2.5192  C7 1.115
22 H 1.9083 -1.8986 2.1264  C7 1.112
23 H 1.0603 -3.3178 1.3848  C7 1.114
24 H -3.1177 1.7835 0.5910  P11 1.435
25 H -3.4650 -0.1128 -0.7042  P11 1.437
26 H -2.8248 2.8397 -1.5220  N12 1.020
27 C 3.5182 -5.2864 1.8169  Cl28 1.771, Cl29 1.766, H30 1.086, H31 1.085
28 Cl 2.7175 -4.8061 0.3124  C27 1.771
29 Cl 3.9429 -3.9073 2.8349  C27 1.766
30 H 2.8530 -5.9398 2.3730  C27 1.086
31 H 4.4311 -5.8175 1.5664  C27 1.085
32 C 4.1732 0.8810 2.2922  Cl33 1.770, Cl34 1.770, H35 1.089, H36 1.085
33 Cl 5.7686 0.2981 1.7943  C32 1.770
34 Cl 4.0950 2.6486 2.2663  C32 1.770
35 H 3.4222 0.4870 1.6091  C32 1.089
36 H 3.9735 0.5366 3.3014  C32 1.085
37 C -4.1039 -1.7512 -3.2141  Cl38 1.762, Cl39 1.772, H40 1.086, H41 1.086
38 Cl -2.3912 -1.7671 -2.7995  C37 1.762
39 Cl -4.4675 -2.8625 -4.5457  C37 1.772
40 H -4.6779 -2.0518 -2.3429  C37 1.086
41 H -4.3819 -0.7445 -3.5124  C37 1.086
42 C -5.6227 3.6239 1.1521  Cl43 1.768, Cl44 1.768, H45 1.085, H46 1.085
43 Cl -3.9033 3.6215 1.5631  C42 1.768
44 Cl -5.9778 2.5168 -0.1796  C42 1.768
45 H -6.1904 3.3161 2.0244  C42 1.085
46 H -5.9102 4.6282 0.8578  C42 1.085